No. 1
Entry from the Open Molecules 2025 dataset: a molecular structure, C46H53AsMnN3O2Si3 in a non-equilibrium geometry (the ωB97M-V functional and the def2-TZVPD basis).

CARTESIAN COORDINATES (ANGSTROEM)
As: -2.145 0.541 -1.454
Mn: 1.698 -0.473 0.503
Si: 1.878 1.909 0.850
Si: -0.082 -2.305 0.937
Si: -0.754 -0.232 3.277
O: 2.511 -1.258 1.900
O: 1.092 0.050 -1.233
N: 3.429 -0.415 -0.360
N: 3.326 -0.199 -1.708
N: 1.786 0.399 4.333
C: 1.462 -0.414 -6.286
C: -2.448 4.670 -3.803
C: -1.904 -2.606 -4.248
C: -3.618 4.050 -3.389
C: 0.154 0.014 6.013
C: 6.144 -1.484 1.839
C: -2.711 -2.214 -5.305
C: 0.530 0.096 4.668
C: 1.878 -0.112 -3.551
C: 4.605 -0.701 0.092
C: 4.000 -2.222 3.444
C: -4.950 -0.369 -1.086
C: 1.164 -2.793 -0.453
C: 0.464 0.116 -5.487
C: 2.397 0.519 6.642
C: 0.185 2.746 0.535
C: -1.794 -1.799 -3.126
C: 0.673 0.265 -4.126
C: -3.291 -0.210 -4.105
C: -3.943 0.498 -0.678
C: -1.816 -1.666 3.933
C: 4.839 -1.199 1.412
C: -6.194 -0.346 -0.468
C: 2.679 -0.782 -5.724
C: 2.686 0.605 5.289
C: 2.084 -0.050 -2.082
C: -6.439 0.539 0.570
C: 3.059 2.714 -0.437
C: 2.450 2.785 2.446
C: -1.221 4.122 -3.458
C: -2.481 -0.590 -3.039
C: -0.018 -0.545 1.600
C: 3.740 -1.535 2.247
C: 1.094 0.220 7.008
C: -1.828 -2.720 0.315
C: 2.890 -0.632 -4.365
C: -2.339 2.283 -2.353
C: -5.438 1.406 0.989
C: 0.281 -3.626 2.262
C: -4.198 1.380 0.372
C: -1.941 1.244 3.251
C: 5.291 -2.491 3.836
C: -3.410 -1.017 -5.228
C: -1.171 2.940 -2.734
C: 6.376 -2.104 3.044
C: -3.564 2.867 -2.666
H: -2.475 -2.892 1.178
H: -0.643 -3.897 2.774
H: -1.216 -2.467 4.363
H: 1.293 -0.540 -7.348
H: -3.831 0.727 -4.063
H: -1.346 -3.532 -4.306
H: -4.765 -1.062 -1.899
H: 3.442 2.475 2.776
H: -0.210 2.526 -2.449
H: -0.114 3.306 1.423
H: 5.469 -3.017 4.765
H: -1.157 -2.102 -2.304
H: 5.431 -0.662 -0.613
H: -0.488 0.405 -5.915
H: 2.214 -2.761 -0.155
H: -1.523 2.098 2.717
H: -1.826 -3.631 -0.287
H: -7.406 0.553 1.056
H: 2.479 3.856 2.227
H: 1.751 2.617 3.261
H: -3.414 2.059 0.693
H: -6.974 -1.017 -0.803
H: -4.484 2.400 -2.336
H: -2.177 1.561 4.270
H: 0.247 3.448 -0.298
H: -2.494 5.583 -4.383
H: 3.690 0.850 4.954
H: -0.102 0.677 -3.504
H: 0.821 0.149 8.053
H: 3.461 -1.196 -6.348
H: -0.304 4.619 -3.747
H: 2.902 3.794 -0.420
H: -4.579 4.488 -3.631
H: 0.961 -3.849 -0.663
H: -2.274 -1.919 -0.272
H: -2.507 -1.313 4.702
H: 7.387 -2.305 3.373
H: -2.420 -2.092 3.128
H: 6.969 -1.215 1.190
H: 3.156 -2.508 4.059
H: -5.629 2.102 1.796
H: -0.875 -0.209 6.268
H: 1.032 -2.282 -1.404
H: 4.108 2.522 -0.200
H: 0.988 -3.257 3.006
H: 0.696 -4.530 1.814
H: -4.042 -0.704 -6.050
H: -2.786 -2.831 -6.191
H: 2.886 2.366 -1.457
H: 3.826 -0.920 -3.914
H: -2.875 0.961 2.760
H: 3.166 0.684 7.384
H: -0.590 2.016 0.312

## Properties
Total energy   -6354.6584 hartree
Molecular weight   894.07 g/mol
2S+1   5
Expectation value of S²   6.18
F_max   2.3 eV/A
Frontier orbital gap (spin up / spin down)   7.470 / 7.328 eV
HOMO (spin up / spin down)   -7.84 / -8.04 eV

No. 2
Entry from the Open Molecules 2025 dataset: a molecular structure, C46H53CrFN5O9PS2Te (the ωB97M-V functional and the def2-TZVPD basis).

CARTESIAN COORDINATES (ANGSTROEM)
Te: 0.464 -1.356 -0.756
Cr: -0.742 0.182 2.184
S: 2.604 0.850 -0.287
S: 2.103 0.482 4.095
P: -0.857 2.223 0.864
F: -3.614 -0.959 -3.639
O: 2.693 -0.486 3.212
O: -1.282 -1.236 3.543
O: 0.295 3.242 1.390
O: -2.213 2.868 0.962
O: 1.981 0.164 5.494
O: -2.376 -0.363 1.069
O: 0.311 -0.989 1.135
O: -0.468 2.127 -0.727
O: -2.686 -2.706 4.491
N: -3.818 -4.169 0.835
N: -4.720 -3.563 -3.896
N: -1.396 1.618 3.628
N: -6.338 -4.773 -5.287
N: 0.701 0.933 3.455
C: 5.655 -2.701 -1.551
C: 0.034 4.639 1.525
C: 5.376 -1.407 -1.126
C: 5.033 1.700 -3.264
C: -2.413 2.341 4.085
C: 4.807 4.143 3.791
C: 3.880 -2.266 0.544
C: -3.367 -2.060 -0.198
C: 3.111 1.942 4.010
C: 5.931 2.693 -3.641
C: 0.042 2.511 5.309
C: -5.170 -5.676 -5.005
C: 3.922 3.820 2.768
C: -5.885 -5.530 0.997
C: 2.974 0.919 -2.044
C: 5.048 -3.778 -0.923
C: -3.838 -3.372 -0.293
C: -4.375 -5.520 0.831
C: -4.082 -4.779 -4.383
C: -4.251 -3.033 -2.655
C: 4.170 0.218 0.362
C: -1.412 2.476 -1.728
C: 4.163 -3.555 0.125
C: 4.678 4.292 -2.368
C: -5.865 -3.555 -6.027
C: 4.819 3.345 4.932
C: 5.756 3.992 -3.194
C: 5.731 5.324 3.672
C: -5.061 -2.700 -5.020
C: -1.023 3.239 5.788
C: -3.743 -1.729 -2.529
C: 3.073 2.728 2.869
C: -2.807 -1.535 1.061
C: 3.980 2.248 5.049
C: -0.183 1.699 4.191
C: 0.508 5.419 0.315
C: -2.796 -2.433 2.167
C: 3.789 3.300 -1.990
C: 4.489 -1.179 -0.080
C: 3.957 1.992 -2.435
C: -4.307 -3.836 -1.533
C: -0.745 2.288 -3.073
C: -2.275 3.170 5.175
C: -2.222 -2.086 3.541
C: -3.324 -3.669 1.997
C: -3.318 -1.247 -1.329
H: 4.964 0.916 0.085
H: 4.024 0.260 1.441
H: 3.685 -4.392 0.618
H: 2.001 1.096 -2.508
H: -0.880 3.879 6.651
H: 3.986 1.630 5.937
H: -6.632 -4.432 -4.361
H: -6.732 -3.034 -6.424
H: -4.751 -4.818 -1.616
H: 5.173 0.684 -3.614
H: 6.769 2.447 -4.281
H: -1.753 3.505 -1.588
H: -3.355 -4.331 2.854
H: 5.591 6.021 4.501
H: 3.323 -0.062 -2.375
H: -5.663 -1.866 -4.669
H: 6.454 4.767 -3.483
H: 0.574 4.955 2.421
H: 6.775 5.007 3.686
H: -4.857 -6.118 -5.948
H: -2.305 1.848 -1.641
H: -5.254 -3.911 -6.854
H: -6.381 -5.000 0.182
H: 0.137 2.926 -3.152
H: 6.352 -2.865 -2.363
H: 5.496 3.588 5.743
H: -1.427 2.547 -3.887
H: -7.111 -5.254 -5.743
H: 2.958 3.526 -1.336
H: 3.178 -2.087 1.349
H: 0.182 6.459 0.384
H: 5.558 5.867 2.744
H: -4.066 -6.018 -0.089
H: -6.169 -5.043 1.929
H: -3.342 2.249 3.538
H: 0.102 4.990 -0.602
H: -3.321 -4.539 -5.135
H: -0.431 1.250 -3.196
H: 5.266 -4.788 -1.246
H: -2.901 -0.251 -1.243
H: -3.893 -6.057 1.646
H: 1.596 5.409 0.241
H: -1.035 4.788 1.693
H: -4.183 -2.297 -5.530
H: 5.865 -0.562 -1.598
H: -5.523 -6.457 -4.335
H: 3.891 4.434 1.873
H: -3.115 3.748 5.532
H: 1.014 2.551 5.775
H: -6.255 -6.555 1.020
H: -3.583 -5.302 -3.573
H: 4.531 5.306 -2.015
H: 2.367 2.509 2.080

## Properties
Energy relative to the best compared isomer or geometry (same formula, charge and spin)   45.9 kcal per mole
Total energy   -5285.7894 hartree
Molecular weight   1113.66 g/mol
2S+1   5
Expectation value of S²   6.04
F_max   0.6 eV/A
Frontier orbital gap (spin up / spin down)   3.928 / 3.807 eV
HOMO (spin up / spin down)   -5.84 / -5.72 eV